# C2H9N2O

A 2-piece molecular cluster, C2H9N2O overall (the ωB97M-V functional and the def2-TZVPD basis, the OMol25 dataset).

The calculation puts the molecular weight at 77.1 g/mol. The value obtained for the gap between HOMO and LUMO is 11.18 eV. The net charge is +1.

The geometry in XYZ format:
```
14
C2H9N2O (the ωB97M-V functional and the def2-TZVPD basis)
C 0.168 -1.190 2.281
N -0.341 0.057 -0.944
C -0.302 -0.965 -0.132
N -0.748 -0.984 1.113
H -0.494 -1.232 3.139
H 0.810 -2.040 2.081
H 0.809 -0.311 2.396
H -0.580 0.979 -0.607
H 0.180 0.058 -1.817
H 0.348 -1.766 -0.488
H -1.390 -0.229 1.320
H -0.115 2.999 -2.795
H 1.243 2.393 -3.007
O 0.412 2.232 -2.539
```

# C2H9N2O

A 2-piece molecular cluster, C2H9N2O overall (the ωB97M-V functional and the def2-TZVPD basis, the OMol25 dataset).

The calculation puts the molecular weight at 77.1 g/mol. The value obtained for the gap between HOMO and LUMO is 11.60 eV. The net charge is +1.

The geometry in XYZ format:
```
14
C2H9N2O (the ωB97M-V functional and the def2-TZVPD basis)
C 1.043 -0.105 2.095
C -1.222 0.575 -1.251
N -2.018 0.700 -2.365
N 1.308 -0.866 0.813
O -0.500 -0.376 -0.982
H 0.471 -0.822 2.504
H 1.976 -0.036 2.469
H 0.545 0.876 1.950
H -1.115 1.494 -0.670
H -2.149 0.097 -3.111
H -2.400 1.664 -2.579
H 2.170 -0.517 0.236
H 1.424 -1.877 0.766
H 0.466 -0.808 0.125
```

# C2H9N2O

A 2-piece molecular cluster, C2H9N2O overall (the ωB97M-V functional and the def2-TZVPD basis, the OMol25 dataset).

The calculation puts the molecular weight at 77.1 g/mol. The value obtained for the gap between HOMO and LUMO (alpha / beta) is 10.42 / 5.98 eV. Its multiplicity is 2. The net charge is +2.

The geometry in XYZ format:
```
14
C2H9N2O (the ωB97M-V functional and the def2-TZVPD basis)
C -1.910 1.551 0.608
N 0.231 -1.429 0.033
C -0.613 -0.548 0.537
N -0.762 0.718 0.158
H -1.618 2.596 0.539
H -2.706 1.220 -0.076
H -2.139 1.316 1.647
H 1.184 -1.135 -0.342
H -0.014 -2.428 0.097
H -1.308 -0.959 1.278
H -0.457 0.881 -0.815
H 2.520 0.564 -1.162
H 3.240 -0.654 -1.506
O 2.473 -0.399 -0.975
```

# C2H9N2OP

A 2-piece molecular cluster, C2H9N2OP overall (the ωB97M-V functional and the def2-TZVPD basis, the OMol25 dataset).

The calculation puts the molecular weight at 108.1 g/mol. The value obtained for the gap between HOMO and LUMO (alpha / beta) is 8.65 / 8.65 eV.

The geometry in XYZ format:
```
15
C2H9N2OP (the ωB97M-V functional and the def2-TZVPD basis)
C 2.234 -0.139 -0.481
C -2.201 -0.713 -0.490
N 1.948 0.085 0.912
N -1.402 -0.355 0.660
O -0.596 1.819 -0.565
P -0.393 0.958 0.589
H 1.596 -0.947 -0.848
H 2.071 0.740 -1.122
H 3.278 -0.448 -0.607
H -3.088 -1.254 -0.155
H -2.509 0.216 -0.968
H -1.670 -1.325 -1.223
H 2.407 0.940 1.221
H -1.072 -1.120 1.232
H -0.606 1.544 1.843
```

# C2H9N2S2

A 2-piece molecular cluster, C2H9N2S2 overall (the ωB97M-V functional and the def2-TZVPD basis, the OMol25 dataset).

The calculation puts the molecular weight at 125.2 g/mol. The value obtained for the gap between HOMO and LUMO is 9.08 eV. The net charge is +1.

The geometry in XYZ format:
```
15
C2H9N2S2 (the ωB97M-V functional and the def2-TZVPD basis)
C -1.632 1.089 -1.228
C -0.839 0.763 0.021
N -1.377 -0.021 0.873
N 0.397 1.158 0.320
S 2.966 -2.616 0.692
S 1.421 -1.355 1.036
H -1.948 0.187 -1.711
H -2.510 1.772 -0.931
H -1.008 1.611 -1.908
H -2.413 -0.189 0.685
H -0.843 -0.396 1.580
H 0.887 0.691 1.095
H 3.690 -1.690 0.131
H 0.830 1.871 -0.175
H 2.379 -2.876 -0.478
```

# C2H9N3

A 2-piece molecular cluster, C2H9N3 overall (the ωB97M-V functional and the def2-TZVPD basis, the OMol25 dataset).

The calculation puts the molecular weight at 75.1 g/mol. The value obtained for the gap between HOMO and LUMO is 10.18 eV. As for the SMILES: C=N.NCN.

The geometry in XYZ format:
```
14
C2H9N3 (the ωB97M-V functional and the def2-TZVPD basis)
C -4.009 1.155 -1.224
N -4.426 0.308 -2.049
H -3.567 2.086 -1.605
H -4.071 1.142 -0.129
H -4.875 -0.501 -1.621
N 3.771 -0.354 0.528
C 2.511 -0.993 1.022
N 1.420 -0.092 1.246
H 4.506 -0.556 1.206
H 3.665 0.642 0.715
H 2.706 -1.470 1.984
H 2.215 -1.734 0.286
H 1.103 0.385 0.412
H 1.613 0.572 1.982
```

# C2H9N3O

A 2-piece molecular cluster, C2H9N3O overall (the ωB97M-V functional and the def2-TZVPD basis, the OMol25 dataset).

The calculation puts the molecular weight at 91.1 g/mol. The value obtained for the gap between HOMO and LUMO is 9.38 eV. As for the SMILES: [H]/N=C\N.CNO.

The geometry in XYZ format:
```
15
C2H9N3O (the ωB97M-V functional and the def2-TZVPD basis)
C -1.611 0.735 -0.930
N -1.951 0.388 0.405
O -0.899 -0.574 1.066
H -1.370 -1.417 1.035
H -1.810 1.182 1.027
H -2.002 1.718 -1.186
H -0.432 0.732 -1.117
H -1.985 -0.031 -1.614
N 2.159 -0.865 0.835
C 1.625 0.169 0.145
N 1.277 0.212 -1.078
H 2.098 -1.785 0.417
H 2.082 -0.852 1.839
H 1.401 -0.664 -1.588
H 1.415 1.051 0.745
```

# C2H9N3O

C2H9N3O as an isolated structure (the ωB97M-V functional and the def2-TZVPD basis, the OMol25 dataset).

The calculation puts the molecular weight at 91.1 g/mol. The value obtained for the gap between HOMO and LUMO is 7.49 eV.

The geometry in XYZ format:
```
15
C2H9N3O (the ωB97M-V functional and the def2-TZVPD basis)
C 0.382 0.897 0.412
C -1.026 1.130 0.043
N 0.231 -0.614 -1.263
N 0.675 -0.049 1.328
N -0.112 -1.738 -0.409
O 1.115 2.058 0.398
H 1.913 1.941 0.929
H -0.184 -0.722 -2.188
H 1.631 -0.346 1.481
H 0.010 -1.146 0.892
H 0.487 -2.529 -0.642
H -1.084 -2.049 -0.488
H -1.738 0.913 0.836
H -1.200 2.057 -0.495
H -1.102 0.197 -0.832
```

# C2H9N3O

A 2-piece molecular cluster, C2H9N3O overall (the ωB97M-V functional and the def2-TZVPD basis, the OMol25 dataset).

The calculation puts the molecular weight at 91.1 g/mol. The value obtained for the gap between HOMO and LUMO is 9.71 eV. As for the SMILES: [H]/N=C/N.NCO.

The geometry in XYZ format:
```
15
C2H9N3O (the ωB97M-V functional and the def2-TZVPD basis)
N 0.956 -0.518 1.321
C 1.928 0.291 1.387
N 2.125 1.313 0.432
H -0.180 0.028 -0.066
H 0.628 -0.802 2.243
H 2.712 0.261 2.158
H 1.843 2.163 0.901
H 1.791 1.332 -0.518
N -1.975 -1.440 -1.314
C -2.010 -0.038 -0.914
O -0.721 0.469 -0.749
H -1.712 -2.153 -0.658
H -1.413 -1.580 -2.144
H -2.548 0.008 0.051
H -2.722 0.487 -1.544
```

# C2H9N3O2

A 2-piece molecular cluster, C2H9N3O2 overall (the ωB97M-V functional and the def2-TZVPD basis, the OMol25 dataset).

The calculation puts the molecular weight at 107.1 g/mol. The value obtained for the gap between HOMO and LUMO is 10.51 eV. As for the SMILES: NC(=O)O.NCN.

The geometry in XYZ format:
```
16
C2H9N3O2 (the ωB97M-V functional and the def2-TZVPD basis)
N 0.234 -0.285 2.694
C 0.654 -1.415 2.033
O 1.344 -1.132 0.900
O 0.517 -2.520 2.478
H 0.722 0.576 2.495
H -0.044 -0.435 3.648
H 0.717 -0.989 0.144
N -0.434 -0.502 -1.174
C -0.020 0.911 -1.222
N -0.667 1.785 -2.178
H -1.423 -0.579 -0.954
H -0.288 -0.955 -2.070
H -0.177 1.319 -0.227
H 1.044 0.925 -1.416
H -0.517 1.469 -3.131
H -1.663 1.825 -2.021
```

# C2H9N3O2

The molecule C2H9N3O2 (the ωB97M-V functional and the def2-TZVPD basis, the OMol25 dataset).

The calculation puts the molecular weight at 107.1 g/mol. The value obtained for the gap between HOMO and LUMO is 9.94 eV. As for the SMILES: N[C@@H](O)N[C@@H](N)O.

The geometry in XYZ format:
```
16
C2H9N3O2 (the ωB97M-V functional and the def2-TZVPD basis)
C 0.609 0.127 1.151
C 0.384 -0.165 -1.279
N 0.426 -0.745 0.037
N -0.481 1.093 1.294
N -0.904 -0.829 -1.697
O 0.700 -0.651 2.331
O 0.317 1.218 -1.408
H 1.092 -1.495 2.078
H -0.138 1.570 -0.614
H -0.639 -1.275 -0.281
H 1.533 0.716 1.020
H 1.192 -0.518 -1.934
H -1.322 0.591 1.570
H -0.265 1.755 2.033
H -1.674 -0.165 -1.673
H -0.830 -1.228 -2.628
```

# C2H9N3O3

A 2-piece molecular cluster, C2H9N3O3 overall (the ωB97M-V functional and the def2-TZVPD basis, the OMol25 dataset).

The calculation puts the molecular weight at 123.1 g/mol. The value obtained for the gap between HOMO and LUMO is 10.35 eV. As for the SMILES: NOC(N)=O.CNO.

The geometry in XYZ format:
```
17
C2H9N3O3 (the ωB97M-V functional and the def2-TZVPD basis)
C 1.198 1.511 -1.110
N 0.343 2.309 -0.264
O 0.636 1.895 1.133
H -0.212 1.759 1.570
H 0.655 3.280 -0.293
H 1.181 1.937 -2.113
H 0.857 0.469 -1.112
H 2.221 1.531 -0.670
C -0.455 -1.938 0.109
N -1.841 -0.077 0.514
N -0.004 -3.087 0.651
O -1.304 -1.311 0.970
O -0.186 -1.516 -0.987
H -1.063 0.466 0.123
H -2.457 -0.291 -0.275
H 0.682 -3.618 0.156
H -0.250 -3.319 1.596
```

# C2H9N3O3Si

A 2-piece molecular cluster, C2H9N3O3Si overall (the ωB97M-V functional and the def2-TZVPD basis, the OMol25 dataset).

The calculation puts the molecular weight at 151.2 g/mol. The value obtained for the gap between HOMO and LUMO (alpha / beta) is 8.45 / 7.75 eV.

The geometry in XYZ format:
```
18
C2H9N3O3Si (the ωB97M-V functional and the def2-TZVPD basis)
C -3.131 1.342 -0.080
C -2.559 0.272 -0.455
N 0.700 -2.002 2.252
N 1.137 2.311 0.293
N 1.644 -1.563 -2.027
O 1.111 -1.601 0.921
O 1.347 1.056 0.842
O 1.595 -0.340 -1.254
Si 0.713 -0.288 -0.011
H -3.979 1.648 -0.618
H -2.567 2.071 0.474
H -2.917 -0.373 -1.261
H -0.325 -2.210 2.189
H 0.940 -1.413 3.096
H 0.191 2.321 -0.018
H 1.761 2.450 -0.493
H 2.520 -1.424 -2.488
H 1.819 -2.257 -1.361
```

# C2H9N4

C2H9N4 as an isolated structure (the ωB97M-V functional and the def2-TZVPD basis, the OMol25 dataset).

The calculation puts the molecular weight at 89.1 g/mol. The value obtained for the gap between HOMO and LUMO is 10.51 eV. The net charge is +1.

The geometry in XYZ format:
```
15
C2H9N4 (the ωB97M-V functional and the def2-TZVPD basis)
C -0.609 2.030 0.957
C -0.366 0.898 0.066
N -0.416 0.581 1.301
N -0.221 0.433 -1.124
N 0.905 -1.831 -1.793
N 0.025 -0.351 2.225
H 0.266 2.676 0.972
H -1.541 2.573 1.138
H -0.543 0.981 -1.941
H 0.305 -0.672 -1.501
H 0.193 -2.490 -1.545
H 0.653 -1.686 -2.749
H 1.789 -2.233 -1.629
H -0.686 -1.071 2.538
H 0.246 0.163 3.086
```

# C2H9N4

A 2-piece molecular cluster, C2H9N4 overall (the ωB97M-V functional and the def2-TZVPD basis, the OMol25 dataset).

The calculation puts the molecular weight at 89.1 g/mol. The value obtained for the gap between HOMO and LUMO is 10.18 eV. The net charge is +1.

The geometry in XYZ format:
```
15
C2H9N4 (the ωB97M-V functional and the def2-TZVPD basis)
C -0.810 0.449 0.919
C -0.223 0.544 -0.386
N -0.195 1.006 1.842
N -0.935 0.285 -1.432
N 0.938 1.082 -0.389
N 0.645 -1.546 -0.131
H -1.856 0.185 0.956
H -0.496 0.885 2.788
H -0.586 0.222 -2.410
H -1.854 -0.153 -1.341
H 1.252 1.361 0.572
H 1.645 1.088 -1.097
H 0.062 -2.316 0.342
H 1.220 -1.150 0.616
H 1.191 -1.943 -0.848
```

# C2H9N4O

A 2-piece molecular cluster, C2H9N4O overall (the ωB97M-V functional and the def2-TZVPD basis, the OMol25 dataset).

The calculation puts the molecular weight at 105.1 g/mol. The value obtained for the gap between HOMO and LUMO is 9.63 eV. The net charge is +1.

The geometry in XYZ format:
```
16
C2H9N4O (the ωB97M-V functional and the def2-TZVPD basis)
C -0.458 0.379 -0.175
C -2.536 -0.933 0.112
N 2.683 0.574 -0.048
N 0.390 -0.612 -0.098
N -1.775 0.284 -0.056
N 3.840 0.337 0.149
O -2.462 1.520 0.192
H -2.288 -1.242 1.072
H -3.496 -0.857 -0.122
H -2.214 -1.609 -0.711
H 1.595 -0.372 -0.194
H 0.106 -1.463 0.307
H 4.508 -0.452 -0.347
H 4.395 0.926 0.749
H -2.149 2.225 -0.426
H -0.138 1.295 -0.403
```

# C2H9N4O

A 2-piece molecular cluster, C2H9N4O overall (the ωB97M-V functional and the def2-TZVPD basis, the OMol25 dataset).

The calculation puts the molecular weight at 105.1 g/mol. The value obtained for the gap between HOMO and LUMO (alpha / beta) is 8.01 / 8.01 eV. The net charge is +1.

The geometry in XYZ format:
```
16
C2H9N4O (the ωB97M-V functional and the def2-TZVPD basis)
C 0.039 0.607 -0.183
C 2.324 -0.258 0.173
N -2.417 0.418 -0.254
N 0.287 1.888 -0.158
N 0.891 -0.354 -0.029
N -2.828 -0.690 0.202
O 0.404 -1.647 -0.236
H 2.640 -1.028 0.878
H 2.863 -0.392 -0.767
H 2.563 0.714 0.597
H -0.489 2.528 -0.212
H 1.213 2.295 -0.061
H -2.974 -0.745 1.206
H -2.961 -1.545 -0.344
H 0.765 -2.220 0.459
H -2.322 0.429 -1.272
```

How do the records compare in max |F|? In the order shown, they have 0.0390, 0.0869, 0.0351, 0.0696, 0.1035, 0.0207, 0.0671, 0.0681, 0.0624, 0.0178, 0.0708, 0.0303, 0.1219, 0.0506, 0.0757, 0.0908, 0.0523 Eh/bohr.
How do the records compare in energy relative to the best compared isomer or geometry (same formula, charge and spin)? In the order shown, they have 1.281, 1.517, 2.075, 2.491, 1.777, 1.537, 3.380, 5.831, 2.025, 0.000, 2.014, 1.134, 2.624, 3.871, 1.475, 6.886, 6.522 eV.
How do the records compare in DFT total energy? In the order shown, they have -266.10461, -266.09592, -265.56441, -607.64496, -987.19602, -245.81520, -321.00754, -320.91746, -321.05733, -396.37975, -396.30574, -471.50334, -760.81863, -300.27708, -300.36511, -375.44446, -375.45784 Eh.